Density functional theory data (ωB97M-V/def2-TZVPD) for the ion CH5N2S with charge +1 at a distorted geometry.

```
9
Properties=species:S:1:pos:R:3
C -0.021 -0.464 0.284
N -1.368 -0.008 0.113
N 0.845 0.506 -0.387
S -1.089 -1.520 -0.673
H 0.249 -0.770 1.341
H -2.040 -0.089 0.856
H 0.469 1.350 -0.623
H 1.486 0.236 -1.218
H 1.469 0.760 0.307
```

- 2S+1 = 1
- relative energy (zero: lowest compared OMol25 entry of this formula, charge and spin) (kJ/mol) = 202.3
- HOMO level (Ha) = -0.501
- total charge = +1
- E (eV) = -14924.3692
- Kohn-Sham gap (eV) = 9.7
- SMILES = [NH3+][C@H]1NS1

Atom charges from the Löwdin analysis, given in e for atoms 1 to 2: atom 1 (C): -0.61, atom 2 (N): -0.30